Computed, not measured: a structure of composition C45H44ClFN9O8PbS2, with ωB97M-V with the def2-TZVPD basis set.

Atoms and positions in Å:
Pb  -0.97853  0.12123  -1.06913
N  -0.03769  2.37183  -5.35723
C  -0.44324  1.48782  -4.43572
S  -1.43854  2.25290  -3.09281
N  -0.18954  0.23910  -4.55791
N  -0.52647  -0.60108  -3.54454
C  -0.44769  -1.84577  -3.80424
C  -0.78659  -2.85319  -2.79954
C  -0.72522  -4.20665  -3.12711
C  -1.13615  -5.13949  -2.19121
C  -1.61471  -4.69773  -0.96721
C  -1.60907  -3.33354  -0.70952
N  -1.18724  -2.44031  -1.59193
H  -0.15506  3.35509  -5.19091
H  0.61750  2.06230  -6.05625
H  -0.16699  -2.18369  -4.80098
H  -0.37212  -4.51253  -4.10299
H  -1.09593  -6.19695  -2.41687
H  -1.98571  -5.39563  -0.22927
H  -1.95021  -2.93314  0.23863
C  -4.70486  6.07695  -2.60213
C  -4.46305  4.94459  -1.64142
C  -3.21605  4.76721  -1.04585
C  -3.00578  3.74074  -0.13903
C  -4.04991  2.89034  0.18949
C  -5.30122  3.05245  -0.38337
C  -5.49902  4.07797  -1.29681
S  -3.69335  1.45577  1.18830
O  -2.56657  1.76197  2.02042
O  -4.90553  1.00585  1.82635
N  -3.16503  0.42270  0.05489
C  -3.95967  -0.23036  -0.83176
C  -5.31952  -0.58400  -0.66246
C  -5.94965  -1.30879  -1.64372
C  -5.25292  -1.69275  -2.79340
C  -3.93740  -1.30697  -2.89552
N  -3.30483  -0.59583  -1.96135
H  -3.77212  6.42946  -3.04208
H  -5.16476  6.91461  -2.07302
H  -5.38294  5.77392  -3.39955
H  -2.40191  5.44427  -1.28883
H  -2.04434  3.59437  0.33717
H  -6.10666  2.39048  -0.09359
H  -6.47660  4.21225  -1.74491
H  -5.81753  -0.29704  0.25071
H  -6.98757  -1.59234  -1.52090
H  -5.72638  -2.26973  -3.57476
H  -3.34029  -1.57031  -3.76450
F  0.88515  -5.89441  2.57851
C  1.66555  -4.78315  2.55001
C  1.19917  -3.69610  1.86221
C  1.93213  -2.51554  1.81320
C  1.39980  -1.35140  1.06578
O  0.20203  -1.34395  0.74284
C  2.37447  -0.30574  0.84034
C  3.50344  -0.30660  1.58302
N  3.87323  -1.28314  2.46459
C  5.00807  -1.06268  3.32464
C  5.04355  0.21208  4.10925
C  4.80639  -1.09001  4.81247
C  3.15272  -2.45114  2.50310
C  3.62098  -3.58141  3.18259
C  2.89434  -4.76018  3.22103
N  3.45285  -5.88206  3.89431
C  2.92685  -7.22509  3.68363
C  3.95942  -8.22648  4.25042
N  5.26653  -7.51301  4.35754
C  5.21085  -6.49024  5.44572
C  3.89020  -5.71124  5.27219
C  2.27146  0.82317  -0.21464
O  2.98339  1.80838  -0.01359
O  1.52529  0.59246  -1.20482
H  0.24279  -3.74495  1.36580
H  4.18423  0.53059  1.49635
H  5.94839  -1.44081  2.93710
H  4.19654  0.87582  4.00381
H  5.99201  0.71568  4.22493
H  3.80699  -1.27260  5.18488
H  5.59784  -1.49835  5.42655
H  4.58378  -3.53199  3.67370
H  2.79408  -7.38448  2.61641
H  1.96402  -7.39485  4.17328
H  4.06317  -9.08895  3.59680
H  3.68514  -8.57473  5.24409
H  5.38740  -7.00084  3.47901
H  6.04451  -8.15645  4.49076
H  6.07713  -5.83935  5.34361
H  5.25769  -6.99450  6.40871
H  4.04534  -4.65909  5.48826
H  3.13174  -6.07808  5.97557
C  -0.26612  6.53653  -4.50558
C  -0.64657  6.92316  -3.10219
C  -1.72869  7.75281  -2.85116
C  -2.09453  8.06534  -1.55041
Cl  -3.47434  9.07444  -1.26955
C  -1.37239  7.57083  -0.48037
C  -0.28925  6.73904  -0.71825
C  0.06715  6.40866  -2.01674
O  1.12713  5.58720  -2.31946
C  1.34440  4.49712  -1.45590
C  0.15425  3.55204  -1.47538
O  -0.37963  3.04643  -0.53992
O  -0.29033  3.42634  -2.76189
H  -0.72029  7.20928  -5.23085
H  -0.61717  5.52164  -4.71481
H  0.81545  6.55557  -4.62896
H  -2.30542  8.14907  -3.67738
H  -1.65682  7.82380  0.53127
H  0.27325  6.35235  0.12090
H  1.54666  4.76615  -0.42088
H  2.20727  3.95927  -1.84808

Properties
- highest occupied orbital energy (eV) = -9.0
- E_LUMO (eV) = -3.20
- energy above the lowest of the compared OMol25 structures with the same formula, charge and spin (kJ/mol) = 90.65
- net charge = +1
- calculated total energy (Ha) = -4384.9740
- F_max (eV Å⁻¹) = 0.9

Computed, not measured: a cluster of 7 separate species, C45H44F19NPS in total, with ωB97M-V with the def2-TZVPD basis set.

Atoms and positions in Å:
C  0.11754  0.51591  -2.43409
C  0.22565  1.66590  -3.45302
P  1.82281  1.89324  -4.33480
C  2.83174  0.48945  -3.76225
N  2.70445  3.21876  -3.33339
C  1.86139  4.04388  -2.40812
C  1.67111  3.37517  -1.06518
C  2.90117  3.43183  -0.18067
F  3.38480  4.71222  -0.16808
F  3.90967  2.65166  -0.69951
C  2.67928  3.05981  1.31361
F  3.88276  3.00919  1.90951
F  1.95181  4.04902  1.86828
C  1.92166  1.69611  1.49854
F  0.60667  1.92825  1.33161
F  2.34842  0.86160  0.51951
C  2.21257  1.04737  2.87947
F  3.43346  0.53203  2.80320
F  2.19800  1.98827  3.80639
S  0.99922  -0.32742  3.43142
F  0.61062  -0.61791  1.91684
F  2.13078  -1.43212  3.33952
F  1.41003  -0.06461  4.93773
F  -0.15720  0.74322  3.54069
F  -0.01241  -1.44663  3.89266
H  0.00097  -0.44013  -2.94248
H  0.96758  0.48141  -1.75657
H  -0.78358  0.67587  -1.84164
H  -0.11221  2.58892  -2.98172
H  -0.47579  1.49466  -4.27491
H  2.26403  -0.42923  -3.90240
H  3.11324  0.56546  -2.70830
H  3.73847  0.46387  -4.36851
H  3.12515  3.83747  -4.02460
H  3.47777  2.79441  -2.81504
H  0.89654  4.22745  -2.87785
H  2.32982  5.02529  -2.30934
H  0.82715  3.83542  -0.54847
H  1.41635  2.32579  -1.22802
F  2.61603  -1.43595  -1.18909
C  2.91260  -2.70094  -0.77653
C  2.70725  -3.01035  0.54868
C  2.97986  -4.30108  0.98001
C  3.46614  -5.24426  0.08509
C  3.67460  -4.89730  -1.24316
C  3.39306  -3.61303  -1.69001
H  2.34998  -2.25519  1.23199
H  2.81878  -4.56559  2.01659
H  3.68478  -6.24806  0.42337
H  4.05814  -5.63093  -1.93883
H  3.54037  -3.32688  -2.72300
F  7.21722  -4.30718  1.07750
C  7.27880  -3.01381  0.71259
C  8.46972  -2.51239  0.22487
C  8.52342  -1.17811  -0.15136
C  7.40090  -0.36877  -0.03367
C  6.21691  -0.89894  0.46113
C  6.14797  -2.23284  0.83672
H  9.33326  -3.15869  0.14724
H  9.44845  -0.76967  -0.53526
H  7.45318  0.67332  -0.32101
H  5.33872  -0.27224  0.56165
H  5.23457  -2.66273  1.22177
F  -2.77751  0.15567  -1.22878
C  -3.86615  0.58871  -0.53658
C  -3.74021  1.71383  0.25074
C  -4.85405  2.15615  0.95086
C  -6.05689  1.47084  0.85546
C  -6.15068  0.33913  0.05728
C  -5.04690  -0.11231  -0.65264
H  -2.79006  2.22851  0.31353
H  -4.78036  3.03911  1.57109
H  -6.92298  1.81661  1.40347
H  -7.08784  -0.19682  -0.01247
H  -5.09657  -0.98878  -1.28428
F  3.26703  -8.55966  1.41714
C  2.04312  -8.50295  1.98697
C  1.87649  -7.73986  3.12484
C  0.61674  -7.67885  3.70326
C  -0.44535  -8.37667  3.14506
C  -0.24797  -9.13786  2.00110
C  1.00512  -9.20438  1.40931
H  2.72152  -7.21188  3.54686
H  0.46703  -7.08570  4.59536
H  -1.42411  -8.32947  3.60240
H  -1.07225  -9.68662  1.56620
H  1.18116  -9.78829  0.51619
F  -1.24907  4.95090  -1.55589
C  -1.51561  6.06514  -2.29520
C  -0.82769  7.22517  -2.00832
C  -1.09709  8.35362  -2.77061
C  -2.03974  8.30217  -3.78806
C  -2.71715  7.11887  -4.04924
C  -2.45611  5.98069  -3.29915
H  -0.10736  7.24490  -1.20053
H  -0.57141  9.27563  -2.56379
H  -2.24950  9.18573  -4.37451
H  -3.45682  7.07972  -4.83689
H  -2.97251  5.04786  -3.48275
F  -9.56838  2.70832  1.44648
C  -9.96696  1.46293  1.78480
C  -9.64086  0.97784  3.03518
C  -10.04851  -0.30413  3.37560
C  -10.76325  -1.07657  2.47057
C  -11.07481  -0.56427  1.21849
C  -10.67794  0.71779  0.86601
H  -9.08061  1.59647  3.72344
H  -9.80775  -0.69836  4.35354
H  -11.07871  -2.07473  2.74159
H  -11.63148  -1.16341  0.51068
H  -10.91525  1.14000  -0.10110

Properties
- highest occupied orbital energy (eV) = -10.6
- E_LUMO (eV) = -2.61
- net charge = +1
- calculated total energy (Ha) = -4432.6184
- F_max (eV Å⁻¹) = 0.8

Computed, not measured: a structure of composition C45H44IN4P2S2TeTl, with ωB97M-V with the def2-TZVPD basis set.

Atoms and positions in Å:
Tl  -1.90794  -0.62717  -0.89391
Te  2.98069  -2.10896  -2.10830
C  3.94247  -0.78161  -3.45448
C  3.25341  -0.19008  -4.50723
C  3.91692  0.71496  -5.32023
N  5.19414  1.05085  -5.16993
C  5.85246  0.46592  -4.17657
C  5.28146  -0.44211  -3.29676
C  1.14004  -1.15684  -1.96758
P  -0.28638  -1.62681  -2.85377
C  -0.22638  -3.34843  -3.40215
C  -1.07881  -4.26309  -2.79159
C  -1.04916  -5.59960  -3.15965
C  -0.16710  -6.02886  -4.13808
C  0.68552  -5.12202  -4.75360
C  0.65657  -3.78748  -4.38939
C  -0.52591  -0.67318  -4.38584
C  -0.32884  0.70482  -4.32492
C  -0.53433  1.49770  -5.43847
C  -0.95135  0.92410  -6.63192
C  -1.17169  -0.44310  -6.69661
C  -0.96358  -1.23808  -5.58044
P  0.74907  -0.11098  -0.64014
C  1.11775  1.64567  -0.96239
C  2.17856  1.99827  -1.79247
C  2.42554  3.32922  -2.08454
C  1.61673  4.31952  -1.54376
C  0.56837  3.97578  -0.70339
C  0.32134  2.64283  -0.41295
C  1.82381  -0.51486  0.75738
C  2.84559  0.32212  1.18778
C  3.64073  -0.05386  2.26122
C  3.41244  -1.26068  2.90739
C  2.38766  -2.09604  2.48061
C  1.59439  -1.72494  1.40959
H  2.20895  -0.40054  -4.68507
H  3.38698  1.19401  -6.13679
H  6.89432  0.74704  -4.06271
H  5.87609  -0.85380  -2.49121
H  -1.77239  -3.93223  -2.02717
H  -1.71971  -6.30129  -2.68192
H  -0.14264  -7.07170  -4.42504
H  1.37604  -5.45589  -5.51693
H  1.32067  -3.08255  -4.87564
H  -0.00004  1.16675  -3.40019
H  -0.37254  2.56592  -5.37301
H  -1.11088  1.54214  -7.50514
H  -1.51078  -0.89629  -7.61877
H  -1.15886  -2.29991  -5.64198
H  2.79523  1.22823  -2.23513
H  3.24339  3.58955  -2.74384
H  1.80431  5.35882  -1.77822
H  -0.06096  4.74551  -0.27530
H  -0.47687  2.37337  0.26630
H  3.01976  1.26874  0.69401
H  4.44593  0.59351  2.58505
H  4.03750  -1.55467  3.74076
H  2.20131  -3.03202  2.98965
H  0.77622  -2.36159  1.09151
C  -3.29988  2.48280  0.00007
C  -3.87350  1.43917  0.90270
C  -4.86847  1.83677  1.82804
C  -5.39819  0.91270  2.67088
C  -4.95273  -0.42857  2.62051
C  -5.46935  -1.40778  3.49507
C  -5.00046  -2.68909  3.42162
C  -4.02004  -3.02850  2.48178
C  -3.49133  -2.10857  1.60178
S  -2.26077  -2.67478  0.49221
C  -3.96210  -0.75892  1.66696
N  -3.45696  0.19807  0.83525
H  -2.97315  3.34042  0.58998
H  -4.05580  2.81782  -0.71146
H  -2.45586  2.11298  -0.57611
H  -5.19064  2.86874  1.84108
H  -6.16457  1.18366  3.38683
H  -6.23169  -1.12469  4.20940
H  -5.38284  -3.45433  4.08442
H  -3.66217  -4.04861  2.43941
I  -3.91695  0.07305  -2.74446
C  -1.14894  3.11529  6.89629
C  -1.06599  1.68199  6.38959
N  -1.14515  1.58757  4.94170
C  -0.25343  1.10664  4.05306
S  -0.78165  0.59773  2.54478
N  1.06051  1.00503  4.34398
C  1.86123  1.71282  5.32785
C  2.44180  0.79364  6.39412
H  -1.14221  3.13469  7.98597
H  -2.07000  3.58844  6.55621
H  -0.31652  3.71796  6.53371
H  -1.89513  1.09991  6.80211
H  -0.15862  1.19039  6.73244
H  -2.07194  1.61014  4.54472
H  1.57335  0.60255  3.57078
H  1.27693  2.52200  5.76220
H  2.68083  2.19464  4.78677
H  1.66462  0.22734  6.90649
H  2.99789  1.37021  7.13316
H  3.12467  0.07466  5.94199

Properties
- highest occupied orbital energy (eV) = -7.3
- E_LUMO (eV) = -0.46
- energy above the lowest of the compared OMol25 structures with the same formula, charge and spin (kJ/mol) = 0.00
- calculated total energy (Ha) = -4177.5450
- F_max (eV Å⁻¹) = 0.5

Computed, not measured: a structure of composition C45H44MgP2 at a distorted geometry, with ωB97M-V with the def2-TZVPD basis set.

Atoms and positions in Å:
Mg  1.92139  -0.50759  -3.79543
C  -2.12476  0.41560  0.20588
C  -2.80268  0.20524  -0.93665
C  -3.68407  1.19527  -1.66765
C  -2.80474  2.16024  -2.51921
C  -1.91670  3.05600  -1.69480
C  -2.09695  3.45394  -0.43122
C  -2.95860  2.86665  0.64367
C  -2.41224  1.51723  1.19165
C  3.87332  -0.21721  -2.88322
H  -1.36483  -0.32428  0.51346
H  -2.93754  -0.81137  -1.30163
H  -4.34878  1.78103  -1.01168
H  -4.36765  0.70134  -2.38042
H  -2.17209  1.56098  -3.20954
H  -3.45355  2.75563  -3.19652
H  -1.02986  3.39043  -2.24206
H  -1.50753  4.30958  -0.08056
H  -4.01752  2.77509  0.36156
H  -2.92944  3.60135  1.46285
H  -1.49476  1.73911  1.76206
H  -3.14728  1.11848  1.91477
H  3.62967  -0.92931  -2.03688
H  4.00127  0.77570  -2.43216
H  4.80690  -0.52350  -3.37277
P  0.30870  -2.24749  -7.32140
P  2.31965  0.38884  -7.85798
C  -0.28702  -0.61883  -7.81011
C  0.56154  0.35481  -8.24050
C  -0.21393  -3.23299  -8.82799
C  -1.23459  -2.80097  -9.68753
C  -1.69263  -3.61602  -10.72924
C  -1.05455  -4.82622  -11.00654
C  0.08572  -5.18736  -10.27307
C  0.49930  -4.40756  -9.18498
C  -1.00036  -2.49206  -6.02108
C  -0.93861  -1.64945  -4.89257
C  -1.87781  -1.76479  -3.87064
C  -2.91319  -2.71231  -3.96700
C  -3.02048  -3.50123  -5.12090
C  -2.07276  -3.38369  -6.14990
C  2.80525  0.82562  -9.61373
C  2.45571  -0.06075  -10.66035
C  2.71376  0.27419  -11.99506
C  3.38909  1.46376  -12.30032
C  3.77875  2.32242  -11.26653
C  3.49326  2.00336  -9.93314
C  2.39253  2.04214  -7.02790
C  3.55754  2.34167  -6.28964
C  3.69674  3.58234  -5.66000
C  2.66111  4.52893  -5.73655
C  1.51006  4.24035  -6.47815
C  1.38013  3.00466  -7.12585
H  -1.37866  -0.45370  -7.77632
H  0.20666  1.12364  -8.94731
H  -1.66257  -1.80792  -9.56279
H  -2.54793  -3.29998  -11.32648
H  -1.43208  -5.48119  -11.79289
H  0.64718  -6.08577  -10.55432
H  1.38957  -4.70405  -8.61830
H  -0.22421  -0.80457  -4.87811
H  -1.82431  -1.09460  -3.00112
H  -3.63918  -2.81619  -3.15267
H  -3.85849  -4.19817  -5.22878
H  -2.20263  -3.93923  -7.08026
H  1.95754  -1.00836  -10.43938
H  2.40208  -0.39809  -12.80399
H  3.61846  1.70703  -13.34371
H  4.31978  3.24230  -11.50366
H  3.79520  2.69760  -9.14923
H  4.36532  1.60349  -6.23236
H  4.61626  3.81324  -5.11071
H  2.75491  5.48389  -5.20975
H  0.70535  4.97766  -6.55482
H  0.49294  2.80683  -7.72367
C  1.50295  -3.02650  2.13270
C  2.19368  -3.75818  1.11570
C  2.39744  -3.17241  -0.13553
C  1.80720  -1.89563  -0.40913
C  1.41064  -1.36601  -1.65778
C  0.94639  -0.04860  -1.83534
C  1.09874  0.90660  -0.76080
C  1.45325  0.40370  0.48468
C  1.51190  -1.01894  0.74244
C  1.27513  -1.64450  1.99808
H  1.18827  -3.54134  3.05098
H  2.52925  -4.79148  1.29411
H  2.96730  -3.66172  -0.93017
H  0.47013  0.27734  -2.81547
H  0.92779  1.98109  -0.94589
H  1.69394  1.08420  1.30808
H  0.89227  -1.02337  2.83346

Properties
- highest occupied orbital energy (eV) = -7.0
- E_LUMO (eV) = -0.58
- calculated total energy (Ha) = -2623.6919
- F_max (eV Å⁻¹) = 3.3

The highest highest occupied orbital energy belongs to which entry? C45H44MgP2